No. 1
{"formula": "C7H13N2O4P", "method": "wB97M-V/def2-TZVPD", "total_energy_ev": -27927.54573, "smiles": "[H]/N=C/O[C@@H](C#N)P(=O)(OCC)OCC", "homo_lumo_gap_ha": 0.39790, "homo_ev": -10.32, "lumo_energy_ha": 0.0186, "e_above_lowest_kcal_mol": 8.3, "species": ["H", "C", "H", "N", "H", "O", "H", "C", "H", "O", "H", "C", "H", "P", "C", "O", "H", "H", "H", "C", "H", "O", "H", "C", "C", "H", "N"], "coordinates": [[-2.57, -0.51, -0.83], [-0.48, 0.98, 2.40], [2.23, -0.85, -1.22], [-0.16, 4.21, 0.12], [-1.04, -2.91, 0.27], [-0.52, -0.37, -0.95], [2.22, 2.14, -0.21], [-1.76, -1.19, -0.89], [-1.28, 1.05, 3.23], [-1.35, 1.28, -2.66], [3.40, 0.53, -1.90], [-1.45, 1.97, 0.10], [3.52, -0.15, -0.31], [-0.65, 1.11, -1.44], [-1.72, -1.98, 0.39], [0.89, 1.64, -1.47], [1.21, 0.80, 0.31], [1.14, 0.67, 3.46], [-1.86, -1.85, -1.82], [1.88, 1.13, -0.49], [-2.45, 1.95, -0.02], [-1.25, 1.17, 1.30], [-2.73, -2.37, 0.62], [-0.83, 3.27, 0.19], [2.81, 0.06, -1.02], [-1.51, -1.21, 1.17], [0.79, 0.98, 2.51]]}

---

No. 2
{"formula": "C7H13N3", "method": "wB97M-V/def2-TZVPD", "total_energy_ev": -11916.03918, "homo_lumo_gap_ha": [0.20747, 0.27041], "homo_ev": [-17.71, -18.69], "lumo_energy_ha": [-0.4434, -0.4163], "e_above_lowest_kcal_mol": 169.5, "charge": 2, "species": ["H", "H", "H", "H", "C", "H", "H", "N", "H", "C", "H", "H", "N", "H", "C", "H", "H", "C", "H", "N", "C", "C", "C"], "coordinates": [[-1.81, -3.34, 0.35], [-2.21, 2.27, 0.73], [-3.03, 0.15, -0.96], [-3.85, 1.89, 0.23], [2.31, -0.17, 0.09], [5.36, 0.61, 0.85], [-3.32, 1.09, 1.50], [3.60, -0.39, 0.03], [-2.02, 1.32, -1.51], [-1.18, -0.12, -0.13], [4.59, 1.32, -0.43], [5.65, -0.21, -0.62], [-1.07, -1.32, 0.28], [-2.91, -2.23, 0.56], [-2.01, -2.30, 0.03], [3.62, -1.41, 0.00], [-2.37, -2.44, -1.00], [-2.96, 1.55, 0.53], [-0.03, 1.68, 0.24], [-0.06, 0.68, -0.02], [1.18, 0.27, -0.04], [4.80, 0.37, -0.05], [-2.28, 0.73, -0.64]]}

---

No. 3
{"formula": "C7H13N3O2ReSSbSe4Te", "method": "wB97M-V/def2-TZVPD", "total_energy_ev": -304203.44148, "homo_lumo_gap_ha": 0.22291, "homo_ev": -13.52, "lumo_energy_ha": -0.2739, "e_above_lowest_kcal_mol": 0.0, "charge": 2, "species": ["H", "C", "C", "C", "H", "H", "O", "Sb", "Se", "N", "H", "H", "H", "H", "Se", "H", "H", "S", "Se", "H", "Te", "N", "C", "H", "O", "C", "C", "H", "Re", "H", "C", "N", "Se"], "coordinates": [[-1.17, -2.10, -3.80], [-0.69, -1.36, -4.43], [5.10, -0.56, 0.42], [4.37, 0.55, -1.67], [5.67, -1.52, 2.21], [2.17, -2.05, 3.34], [1.88, 0.11, -0.79], [-1.77, -0.21, 2.92], [-1.60, -1.34, 4.94], [4.09, -0.12, -0.38], [3.87, 1.51, -1.69], [-0.22, -1.85, -5.28], [3.83, -2.26, 3.75], [4.01, -0.08, -2.48], [0.31, 1.31, 1.88], [1.83, 1.31, -4.09], [6.10, -0.41, 0.05], [0.60, -0.59, -3.48], [-1.26, -1.41, 0.50], [0.22, 1.27, -4.89], [-1.50, 2.27, 0.50], [3.14, -1.90, 3.11], [3.49, -1.33, 1.97], [-1.40, -0.60, -4.76], [-0.24, 0.22, -2.42], [1.10, 0.69, -4.61], [2.81, -0.30, 0.04], [5.44, 0.68, -1.75], [-0.07, 0.27, -0.37], [1.56, 0.23, -5.48], [4.86, -1.17, 1.59], [2.51, -0.89, 1.17], [-3.37, 1.50, 2.20]]}

---

No. 4
{"formula": "C7H13N4", "method": "wB97M-V/def2-TZVPD", "total_energy_ev": -13419.48203, "smiles": "C=CNC(=C)/N=C/C=N/C[NH3+]", "homo_lumo_gap_ha": 0.20429, "homo_ev": -9.91, "lumo_energy_ha": -0.1598, "e_above_lowest_kcal_mol": 120.2, "charge": 1, "species": ["C", "H", "H", "H", "N", "C", "H", "H", "C", "C", "C", "N", "C", "H", "H", "H", "N", "H", "H", "H", "H", "C", "N", "H"], "coordinates": [[3.05, 1.12, -0.30], [-5.57, 0.45, 0.09], [-1.13, 0.93, 0.95], [-4.00, 0.36, 1.35], [-4.76, 0.17, -0.44], [2.49, -2.36, 0.29], [4.11, -0.58, 0.34], [5.08, 1.78, -0.01], [-1.32, 0.05, 0.33], [2.09, -1.12, 0.37], [-3.57, 0.62, 0.37], [3.24, -0.16, 0.15], [4.08, 1.93, -0.47], [-4.97, 0.25, -1.45], [2.11, 1.25, -0.77], [3.90, 2.99, -0.81], [-2.51, -0.13, -0.11], [1.82, -3.17, 0.35], [-0.21, -1.45, -0.89], [-4.69, -0.92, -0.31], [3.44, -2.76, 0.10], [-0.15, -0.66, -0.07], [0.91, -0.40, 0.51], [-3.45, 1.81, 0.44]]}